(1)
ORCA calculation (the ωB97M-V functional and the def2-TZVPD basis) on 4 unconnected molecules or ions with the total composition H8O4 at a distorted geometry.

```
12
H8O4 (the ωB97M-V functional and the def2-TZVPD basis)
O -2.03 -0.01 -0.31
H -2.13 0.65 -0.98
H -1.87 0.57 0.44
O 1.15 1.89 1.73
H 1.21 1.03 1.30
H 0.38 1.68 2.25
O 0.00 -0.74 -1.79
H -0.15 -1.31 -2.54
H -0.75 -0.74 -1.17
O 1.45 -0.76 0.61
H 0.87 -0.65 -0.15
H 1.87 -1.62 0.61
```

As for the spin multiplicity: 1. For the HOMO energy, the calculation gives -0.4031 hartree. Its charge is 0. For the LUMO energy, the calculation gives 0.40 eV. The calculation puts the calculated total energy at -8319.809 eV.

(2)
ORCA calculation (the ωB97M-V functional and the def2-TZVPD basis) on C20H30N2O5S in the gas phase.

```
58
C20H30N2O5S (the ωB97M-V functional and the def2-TZVPD basis)
C -4.79 -4.04 -1.22
C -3.41 -3.81 -0.64
O -3.22 -2.41 -0.47
C -2.07 -2.03 0.07
O -1.21 -2.83 0.41
C -1.92 -0.59 0.20
C -0.75 -0.05 0.72
N 0.33 -0.78 1.14
C 1.44 -0.17 1.64
O 1.50 1.04 1.72
C 2.55 -1.11 2.07
C 3.89 -0.62 1.53
C 3.92 -0.72 -0.01
N 5.12 -0.22 -0.66
C 6.33 -0.96 -0.36
C 7.41 -0.50 -1.35
O 7.64 0.88 -1.26
C 6.45 1.60 -1.49
C 5.35 1.20 -0.51
S -0.75 1.67 0.77
C -2.35 1.68 0.09
C -2.85 0.44 -0.15
C -4.21 0.27 -0.73
C -5.04 1.56 -0.52
C -6.26 1.56 -1.44
C -5.48 1.67 0.94
O -4.28 2.70 -0.92
C -3.11 2.94 -0.18
H -4.89 -3.53 -2.17
H -5.55 -3.66 -0.54
H -4.96 -5.11 -1.37
H -2.63 -4.20 -1.31
H -3.30 -4.31 0.33
H 0.21 -1.79 1.05
H 2.57 -1.11 3.16
H 2.33 -2.12 1.72
H 4.69 -1.22 1.96
H 4.03 0.42 1.83
H 3.80 -1.76 -0.31
H 3.08 -0.15 -0.41
H 6.15 -2.03 -0.49
H 6.69 -0.77 0.66
H 8.37 -0.99 -1.14
H 7.09 -0.76 -2.37
H 6.71 2.66 -1.38
H 6.10 1.41 -2.52
H 4.43 1.74 -0.74
H 5.68 1.46 0.51
H -4.72 -0.57 -0.27
H -4.13 0.07 -1.80
H -6.88 2.43 -1.24
H -5.94 1.60 -2.48
H -6.85 0.66 -1.28
H -4.64 1.51 1.62
H -5.91 2.65 1.13
H -6.24 0.91 1.15
H -2.51 3.63 -0.79
H -3.35 3.45 0.77
```

As for the spin multiplicity: 1. For the HOMO energy, the calculation gives -0.2966 hartree. Its charge is 0. For the LUMO energy, the calculation gives 0.62 eV. The calculation puts the calculated total energy at -45280.638 eV.

(3)
ORCA calculation (the ωB97M-V functional and the def2-TZVPD basis) on a gas-phase ion, C12H21O2 (charge +1) at a distorted geometry.

```
35
C12H21O2 (the ωB97M-V functional and the def2-TZVPD basis)
C -0.05 2.75 -1.59
C 1.65 1.58 2.58
C 0.36 1.99 -0.59
C 0.52 1.48 1.92
C 0.15 -0.89 1.62
C 0.39 -1.95 0.52
C -0.32 0.77 -0.14
C -0.12 -0.36 -1.27
C -0.03 -3.32 0.92
C -2.01 0.89 0.22
C 1.29 -0.46 -1.73
C -1.10 -0.28 -2.32
O -0.53 -1.53 -0.48
O 0.46 0.40 1.08
H 0.52 3.49 -2.10
H -1.04 2.58 -1.98
H 1.82 2.15 3.48
H 2.50 0.80 2.48
H 1.24 2.13 0.02
H -0.37 2.02 2.01
H -0.85 -0.99 2.16
H 0.82 -1.15 2.38
H 1.38 -1.78 0.26
H -0.81 -3.72 0.27
H -0.41 -3.26 1.88
H 0.81 -3.96 0.95
H -2.30 -0.11 0.11
H -2.26 1.55 -0.48
H -2.23 1.15 1.26
H 1.42 -1.20 -2.45
H 1.95 -0.48 -0.85
H 1.38 0.56 -2.19
H -2.09 -0.60 -2.01
H -0.83 -0.94 -3.25
H -1.33 0.70 -2.70
```

As for the spin multiplicity: 1. For the HOMO energy, the calculation gives -0.4830 hartree. Its charge is +1. For the LUMO energy, the calculation gives -3.09 eV. The calculation puts the calculated total energy at -16867.606 eV.

(4)
ORCA calculation (the ωB97M-V functional and the def2-TZVPD basis) on 2 unconnected molecules or ions with the total composition C19H42FNO4P2S at a distorted geometry.

```
70
C19H42FNO4P2S (the ωB97M-V functional and the def2-TZVPD basis)
C 3.30 -2.50 -1.46
C 2.68 -1.06 -1.56
C 1.51 -0.94 -2.61
O 0.25 -0.62 -1.94
C -0.22 -1.86 -1.42
P -1.93 -2.35 -2.02
C -2.20 -2.25 -3.87
C -1.23 -1.31 -4.63
F -2.18 -3.48 -4.50
P -3.46 -1.20 -0.96
C -2.70 -0.20 0.42
C -4.20 0.09 -2.15
C -5.50 -0.56 -2.77
S -2.18 -4.40 -1.32
C -3.40 -5.33 -2.30
O -0.82 -5.03 -1.33
O -2.64 -4.25 0.09
H 4.33 -2.37 -1.05
H 2.77 -3.15 -0.73
H 3.31 -3.01 -2.44
H 2.22 -0.80 -0.58
H 3.49 -0.35 -1.78
H 1.43 -1.82 -3.28
H 1.73 -0.04 -3.24
H 0.48 -2.71 -1.56
H -0.31 -1.73 -0.31
H -3.23 -1.84 -4.02
H -1.62 -1.18 -5.66
H -1.12 -0.32 -4.14
H -0.23 -1.78 -4.71
H -1.89 -0.73 0.96
H -2.25 0.76 0.07
H -3.53 0.02 1.12
H -4.51 0.93 -1.49
H -3.46 0.42 -2.91
H -5.58 -1.65 -2.58
H -5.59 -0.42 -3.87
H -6.37 -0.09 -2.25
H -2.93 -5.68 -3.24
H -3.62 -6.25 -1.70
H -4.32 -4.75 -2.48
C 3.20 4.17 2.36
C 1.75 3.90 2.82
C 1.79 3.83 4.35
C 2.50 2.56 4.82
C 1.90 1.30 4.20
C 1.68 1.37 2.68
N 1.13 2.67 2.24
O -0.15 2.68 2.56
C 2.95 1.09 1.86
C 0.77 0.19 2.28
C 0.99 5.12 2.27
H 3.52 5.15 2.73
H 3.94 3.48 2.76
H 3.29 4.18 1.27
H 0.78 3.86 4.78
H 2.31 4.70 4.76
H 3.57 2.60 4.60
H 2.45 2.48 5.91
H 2.52 0.43 4.44
H 0.93 1.12 4.69
H 2.73 1.14 0.80
H 3.34 0.09 2.07
H 3.79 1.76 2.05
H -0.17 0.19 2.84
H 1.26 -0.76 2.50
H 0.53 0.21 1.21
H 1.09 5.14 1.18
H 1.41 6.05 2.65
H -0.07 5.12 2.50
```

As for the spin multiplicity: 2. For the HOMO energy (spin up / spin down), the calculation gives -0.3947 / -0.4209 hartree. Its charge is +1. For the LUMO energy (spin up / spin down), the calculation gives -3.76 / -3.76 eV. The calculation puts the calculated total energy at -62183.470 eV.

(5)
ORCA calculation (the ωB97M-V functional and the def2-TZVPD basis) on a gas-phase ion, C4H3N2O5 (charge -1) at a distorted geometry.

```
14
C4H3N2O5 (the ωB97M-V functional and the def2-TZVPD basis)
C -0.71 1.55 -0.05
C -1.60 -0.74 0.26
C 1.85 -0.02 0.64
C 0.68 -0.29 -0.45
N -1.70 0.64 0.44
N -0.40 -1.20 -0.25
O 2.88 0.33 0.10
O -0.58 2.74 0.00
O -2.49 -1.47 0.64
O 1.52 -0.18 1.77
O 1.15 -0.41 -1.77
H -2.34 1.05 1.12
H -0.40 -1.93 -0.94
H 2.14 -0.07 -1.50
```

As for the spin multiplicity: 1. For the HOMO energy (spin up / spin down), the calculation gives -0.1432 / -0.1433 hartree. Its charge is -1. For the LUMO energy (spin up / spin down), the calculation gives 3.57 / 3.57 eV. The calculation puts the calculated total energy at -17415.131 eV.

(6)
ORCA calculation (the ωB97M-V functional and the def2-TZVPD basis) on C11H10BN3 in the gas phase at a distorted geometry.

```
25
C11H10BN3 (the ωB97M-V functional and the def2-TZVPD basis)
C -1.58 1.09 -3.90
C -0.67 1.96 -3.32
C -0.17 1.66 -2.09
C -0.48 0.48 -1.47
B 0.03 0.14 -0.05
N -0.80 -0.18 1.09
C 0.15 -0.54 2.00
C 0.00 -0.93 3.35
C 1.13 -1.14 4.07
C 2.38 -1.05 3.43
N 2.59 -0.83 2.17
C 1.47 -0.52 1.45
N 1.44 -0.18 0.11
C -1.44 -0.35 -2.00
C -1.94 -0.10 -3.25
H -1.91 1.26 -4.91
H -0.36 2.90 -3.76
H 0.53 2.35 -1.64
H -1.78 -0.30 1.34
H -0.99 -0.97 3.77
H 1.13 -1.34 5.14
H 3.27 -1.26 4.04
H 2.35 -0.15 -0.34
H -1.72 -1.26 -1.48
H -2.63 -0.75 -3.74
```

As for the spin multiplicity: 1. For the HOMO energy, the calculation gives -0.2925 hartree. Its charge is 0. For the LUMO energy, the calculation gives 0.54 eV. The calculation puts the calculated total energy at -16718.007 eV.

(7)
ORCA calculation (the ωB97M-V functional and the def2-TZVPD basis) on 2 unconnected molecules or ions with the total composition C7H14B2F4O4 at a distorted geometry.

```
31
C7H14B2F4O4 (the ωB97M-V functional and the def2-TZVPD basis)
C 4.47 1.56 2.01
O 4.33 0.43 1.13
B 3.81 -0.67 1.81
O 4.57 -1.25 2.82
B 2.33 -1.37 1.44
C 0.89 -0.72 1.73
C 0.87 0.53 2.61
F 0.37 -0.37 0.47
H 5.21 2.24 1.59
H 3.52 2.08 2.15
H 4.86 1.25 2.99
H 4.30 -2.16 2.95
H 2.34 -2.44 0.90
H 0.22 -1.47 2.18
H -0.12 0.63 3.05
H 1.61 0.50 3.41
H 1.04 1.44 2.02
C -1.29 -0.03 -1.65
C -1.89 0.21 -3.02
O -3.19 -0.38 -3.14
C -4.20 0.31 -2.63
O -4.12 1.38 -2.09
C -5.52 -0.43 -2.87
F -5.40 -1.74 -2.59
F -5.88 -0.32 -4.16
F -6.49 0.07 -2.12
H -1.27 -1.10 -1.43
H -0.28 0.36 -1.61
H -1.88 0.45 -0.88
H -1.28 -0.26 -3.79
H -1.94 1.28 -3.25
```

As for the spin multiplicity: 1. For the HOMO energy, the calculation gives -0.3697 hartree. Its charge is 0. For the LUMO energy, the calculation gives -0.47 eV. The calculation puts the calculated total energy at -27899.527 eV.

(8)
ORCA calculation (the ωB97M-V functional and the def2-TZVPD basis) on C5H9N in the gas phase at a distorted geometry.

```
15
C5H9N (the ωB97M-V functional and the def2-TZVPD basis)
C 1.74 -1.00 0.45
C 0.53 -0.99 -0.49
C -0.25 0.33 -0.52
C -1.44 0.58 0.44
C -1.84 1.97 0.18
N -2.03 3.06 -0.13
H 1.46 -0.99 1.51
H 2.35 -1.89 0.28
H 2.38 -0.13 0.26
H -0.12 -1.85 -0.30
H 0.91 -1.13 -1.51
H 0.45 1.15 -0.36
H -0.66 0.48 -1.52
H -1.19 0.47 1.50
H -2.30 -0.07 0.23
```

As for the spin multiplicity: 1. For the HOMO energy, the calculation gives -0.4202 hartree. Its charge is 0. For the LUMO energy, the calculation gives 0.87 eV. The calculation puts the calculated total energy at -6820.694 eV.